A molecular structure, C23H48BF3N14NbO9 in a non-equilibrium geometry, computed with ωB97M-V/def2-TZVPD.

```
99
Properties=species:S:1:pos:R:3:forces:R:3:mulliken_charge:R:1
C -1.927635 1.774282 -1.387474 0.8559 0.2148 -0.6998 0.422
C -0.812218 1.688721 -1.871354 -0.0733 -0.5604 0.4505 -0.933
C 0.548219 1.349924 -2.372718 -1.6397 0.2942 0.5061 -1.442
Nb 1.379842 -0.548259 -1.337765 2.8351 -1.0107 -1.0346 -1.394
C 2.330877 0.894507 0.173715 -1.0214 0.8124 0.4561 -0.770
C 1.302221 1.793795 0.952141 0.9571 -0.1652 0.5204 0.562
C 1.330452 1.579963 2.447229 0.3981 -0.0948 -1.0541 -0.040
F 0.334118 0.816637 2.991149 -0.6518 0.7942 0.0933 -0.292
C 2.198350 2.087561 3.312979 -1.2859 -0.4592 0.3252 0.098
F 3.477458 2.297815 3.104844 -0.0141 1.0075 -0.0053 -0.235
F 1.778292 2.397581 4.556790 0.9673 -0.6170 0.2999 -0.237
B 0.046318 -1.738253 -2.839314 -1.5394 0.3825 -1.2684 0.795
O -1.065088 -1.077649 -3.446140 0.2459 -0.3312 0.6330 -0.482
O 0.245035 -3.065224 -3.236629 -0.2857 0.3890 0.9961 -0.421
C -0.804282 -3.958773 -2.877557 0.0768 -0.6589 0.0985 -0.521
C -1.432563 -3.717757 -1.491277 -0.6412 -0.6615 -0.2759 -0.709
C 2.000021 -2.431336 -0.159268 -0.9957 2.4087 -0.5416 1.270
C 2.000057 -2.312853 1.234710 0.2632 -1.2925 0.7548 -0.482
C 2.344240 -3.447180 1.979737 -0.2003 0.8237 -1.0051 -0.856
C 2.660308 -4.555895 1.216422 0.5487 -1.7100 1.2915 -0.366
C 2.618224 -4.596039 -0.160615 0.1162 0.4591 -0.1997 -0.580
N 2.291361 -3.519529 -0.871682 0.0877 -0.5541 0.4418 -0.087
N 3.069622 -0.609915 -2.612644 0.0640 1.3077 1.7172 -0.016
C 3.260608 0.607229 -3.445093 0.7851 -0.3700 -0.3437 -1.237
C 4.291986 -1.034840 -2.031059 0.8799 -1.4102 -0.9544 0.535
C 5.169859 -0.138163 -1.152520 -0.7729 0.7930 -0.1408 -0.917
O 4.714084 -2.147427 -2.279564 -0.1235 0.1155 0.3110 -0.625
H -2.950140 1.876450 -1.094944 0.2182 0.0254 -0.0057 0.713
H 0.418334 1.173400 -3.452120 0.3763 0.1153 0.2103 0.463
H 1.235371 2.176859 -2.157090 -0.0832 -0.1184 -0.3264 0.735
H -0.088939 -0.533156 -0.235897 0.1763 -0.2784 0.0702 0.175
H 2.962087 0.397666 0.929098 -0.1661 -0.1323 -0.3372 0.620
H 3.016117 1.573127 -0.369188 -0.2579 -0.2569 -0.0072 0.308
H 1.565341 2.853575 0.805447 -0.2625 -0.2255 -0.0174 0.421
H 0.259295 1.653802 0.638514 0.2491 -0.0139 -0.0306 -0.502
H -1.893686 -1.493182 -3.178657 -0.0629 0.0136 -0.3506 0.227
H -1.584526 -3.995442 -3.661835 0.1451 0.2083 0.2162 0.294
H -0.364469 -4.968704 -2.854579 0.0576 0.3375 -0.0799 0.326
H -2.236246 -2.965103 -1.508234 0.4957 0.1028 0.1248 0.306
H -0.701100 -3.530178 -0.699293 -0.0814 0.1809 -0.3115 0.089
H -1.938826 -4.657502 -1.208774 0.1646 0.2593 -0.0387 0.336
H 1.717892 -1.395361 1.745530 0.0011 -0.0552 -0.3140 0.410
H 2.356358 -3.455842 3.068149 0.0685 -0.0711 -0.1681 0.518
H 2.963181 -5.467580 1.742299 -0.1324 0.1428 -0.1788 0.318
H 2.883643 -5.497917 -0.715167 -0.1025 0.1352 0.1830 0.399
H 4.214904 0.494368 -4.001596 -0.2545 0.1125 0.1804 0.405
H 3.306879 1.562417 -2.886806 -0.2767 -0.6190 -0.3859 0.242
H 2.483600 0.605630 -4.219783 0.0142 0.2863 0.3899 0.400
H 6.219771 -0.439315 -1.145040 -0.2908 -0.1986 -0.2979 0.406
H 5.080379 0.906699 -1.491684 0.1038 -0.2346 0.3153 0.215
H 4.797533 -0.193520 -0.121338 0.0118 0.0773 -0.2470 0.091
C -3.985816 2.486136 1.395607 0.1220 0.0788 -0.0679 0.852
O -4.392791 1.347114 1.229275 -0.0930 -0.1490 0.0894 -0.686
N -2.749754 2.743954 1.910530 -0.0869 -0.1030 0.1327 -0.260
N -4.727850 3.585701 1.083838 -0.2102 -0.0219 0.0710 -0.436
H -2.383570 3.665010 2.058379 0.0213 -0.0098 -0.0533 0.122
H -2.183039 1.949443 2.143405 0.1943 0.0220 -0.4466 -0.070
H -5.640589 3.427662 0.700582 0.0620 -0.0145 -0.0878 0.246
H -4.408981 4.526030 1.212789 0.0786 -0.0339 -0.0408 0.139
C -0.557265 -6.495254 1.889986 0.0550 0.1490 0.1389 0.550
O -0.461761 -5.704732 0.975569 -0.0987 -0.1181 -0.1488 -0.495
N -1.008020 -7.780935 1.713913 -0.0488 -0.1606 -0.0957 -0.426
N -0.224223 -6.171342 3.175271 0.1319 0.0379 0.0767 -0.353
H -1.094295 -8.447580 2.456177 0.0107 0.0406 0.0242 0.135
H -1.261423 -8.051590 0.782514 0.0156 0.0375 0.0068 0.223
H 0.106940 -5.237060 3.338218 -0.0789 0.0221 -0.0307 0.229
H -0.295665 -6.805212 3.947093 -0.0492 0.0014 -0.0166 0.149
C -2.362246 2.686656 5.849871 0.0019 -0.1328 -0.1532 0.601
O -3.474526 3.178986 5.960742 0.0655 0.0559 0.0760 -0.689
N -1.935449 2.071335 4.713752 0.0305 0.0055 0.0416 -0.001
N -1.444535 2.714117 6.866285 0.0547 0.1036 0.2291 -0.362
H -1.023747 1.661752 4.610227 -0.0175 -0.0250 0.0344 0.029
H -2.578482 2.026574 3.941724 -0.0564 0.0364 0.2919 0.168
H -1.721035 3.159203 7.720470 -0.0166 -0.0117 -0.0258 0.208
H -0.526677 2.317048 6.796688 -0.0237 -0.0219 -0.0745 0.170
C 3.497610 4.212480 -3.989051 -0.0341 -0.0425 -0.0232 0.557
O 2.934221 3.644433 -3.075033 0.0869 0.4246 0.0524 -0.535
N 3.529063 3.702895 -5.257236 -0.0668 -0.1089 -0.1212 -0.342
N 4.147946 5.407616 -3.827430 0.0505 0.1402 0.0793 -0.451
H 3.987087 4.150887 -6.026978 0.0215 0.0110 0.0291 0.163
H 3.061985 2.826628 -5.408869 0.0133 0.0083 0.0417 0.249
H 4.143971 5.808578 -2.908269 -0.0138 -0.0347 -0.0055 0.222
H 4.618309 5.890682 -4.568076 -0.0074 -0.0376 -0.0169 0.138
C -3.738186 4.210338 -3.583913 0.3833 -0.2134 -0.0942 0.620
O -4.163914 3.540252 -2.666143 -0.4929 0.2061 0.1290 -0.576
N -4.313544 5.399219 -3.967123 -0.1539 0.1556 0.0291 -0.418
N -2.647229 3.832495 -4.307574 0.0359 -0.1675 -0.1316 -0.320
H -3.974003 5.964204 -4.720996 0.0416 -0.0369 0.0036 0.141
H -5.117676 5.703974 -3.452657 0.0169 -0.0274 -0.0001 0.222
H -2.201622 2.967348 -4.042185 0.0440 0.0598 0.1913 0.182
H -2.270876 4.363384 -5.068509 -0.0199 0.0406 0.0285 0.160
C -3.223936 -2.160825 3.842130 0.1437 0.1578 -0.1245 0.644
O -2.519750 -2.694472 4.687501 -0.0829 -0.0576 0.0412 -0.692
N -2.760123 -1.220372 2.977893 0.0473 0.1643 0.0055 -0.046
N -4.550036 -2.468102 3.694252 -0.1930 -0.1587 0.0986 -0.376
H -3.330049 -0.772864 2.278142 0.0321 0.0477 -0.0109 0.107
H -1.791335 -0.966843 3.052023 0.0250 -0.0902 -0.1121 -0.022
H -4.931614 -3.157688 4.312768 0.0338 0.0108 -0.0048 0.211
H -5.144936 -2.042585 3.008827 0.0769 0.0604 -0.0205 0.166
```
Positions in Å, forces in eV/Å.

For the LUMO energy, the calculation gives 2.0928 eV. As for the molar mass: 825.44 Da. For the HOMO energy, the calculation gives -4.2 eV. Its net charge is -1. The value obtained for the HOMO-LUMO gap is 6.259 eV. As for the spin multiplicity: 1.